[1]
ORCA calculation (wB97M-V/def2-TZVPD) on one molecule with the formula C22H22N2O6S2 at a distorted geometry.

The geometry in XYZ format:
```
54
Properties=species:S:1:pos:R:3:forces:R:3
S 3.2963 -2.3666 0.3559 0.286 -0.079 -0.216
C 1.6613 0.5587 1.8592 -0.080 -0.116 -0.121
H 2.0735 -4.7629 1.2046 -0.036 -0.129 0.158
H 4.4337 -0.0248 1.2797 0.087 0.093 -0.039
C -5.2130 2.4438 -1.1408 -0.032 0.012 0.021
C 0.7128 -0.6193 -0.0280 0.004 -0.019 0.221
C -0.0256 0.4887 -0.3838 0.014 0.183 0.092
H 4.9022 1.3408 2.3035 0.048 0.067 -0.004
C 3.5539 -0.0435 3.2570 0.601 -0.205 0.121
H -1.3556 2.7224 -0.8698 0.020 -0.003 0.020
S -2.3166 5.2529 -1.0032 0.298 0.107 0.497
C 1.8442 -4.6612 0.1562 -0.064 -0.192 0.097
O -1.6843 4.7530 -2.1875 -0.136 -0.320 0.244
H 3.3345 -1.1143 3.2516 -0.001 0.220 0.134
C 0.8146 -5.4434 -1.8804 0.023 0.102 0.000
O 2.2254 -1.7649 1.4198 0.574 -0.554 -0.097
C 4.6903 0.2736 2.2934 -0.405 0.001 0.175
H 0.6495 -1.5288 -0.6057 -0.069 -0.034 -0.050
H -0.6628 0.4564 -1.2540 -0.087 -0.010 -0.111
H -3.4744 2.9846 -2.3041 0.032 -0.087 -0.104
O 3.7147 -1.3202 -0.5256 -0.355 -0.215 -0.076
H -4.2476 5.4701 1.0478 -0.031 0.087 0.155
C 0.0568 1.6525 0.3822 0.521 -0.664 0.317
O -2.6383 6.6450 -0.9116 -0.103 -0.067 0.267
C 0.8975 1.6645 1.4886 -0.041 -0.169 -0.176
C 2.3284 -3.5666 -0.5305 0.307 0.475 0.253
H -0.4295 -6.0591 -3.5128 -0.059 -0.018 -0.061
C 0.0132 -6.4747 -2.6115 0.042 -0.042 -0.009
H 5.5801 -0.2720 2.5939 0.123 -0.066 0.013
C -0.7189 2.8194 0.0082 -0.366 0.487 -0.222
H 0.9761 2.5598 2.0827 0.061 0.077 0.124
H 2.4842 -2.5205 -2.3705 0.002 0.085 -0.133
N -1.3496 4.9772 0.3676 -0.953 0.857 -0.906
H -0.7756 -6.8734 -1.9781 -0.076 -0.047 -0.005
H -5.4834 1.6036 -1.7622 -0.010 -0.062 -0.054
N -0.6265 3.9006 0.6744 0.506 -0.892 0.178
H -6.8549 2.1784 0.2030 -0.068 -0.051 0.023
O 4.2685 -3.0447 1.1494 -0.361 -0.076 0.181
C 1.5433 -0.6090 1.0857 -0.459 0.838 -0.321
O 2.3880 0.7272 2.9877 -0.308 0.028 -0.033
C -5.6480 3.8534 0.7617 0.094 0.106 0.009
C 2.0800 -3.3899 -1.8761 0.076 0.114 -0.112
H 0.6973 -6.4581 0.0020 -0.039 -0.077 0.071
H 0.6589 -7.3034 -2.9023 -0.016 -0.083 -0.051
C -4.5312 4.6140 0.4571 -0.152 0.060 0.150
C -4.0943 3.2014 -1.4479 0.088 -0.052 -0.164
H 3.8230 0.2584 4.2737 -0.034 -0.110 -0.150
H 1.1210 -4.2067 -3.6025 -0.021 0.020 -0.101
C -5.9838 2.7698 -0.0360 -0.001 -0.051 -0.060
C -3.7693 4.2735 -0.6424 0.582 0.225 -0.205
H -6.2559 4.1050 1.6172 -0.037 0.034 0.070
C 1.3212 -4.3328 -2.5488 0.026 -0.036 0.131
H -1.0899 5.8090 0.8750 -0.111 0.099 -0.159
C 1.0845 -5.5972 -0.5225 0.093 0.146 0.021
```
Positions in Å, forces in eV/Å.

## Properties
ΔE to the lowest compared entry with this formula, charge and spin ... 192.93 kJ/mol
SMILES ... CCOc1cc(/C=N/NS(=O)(=O)c2ccccc2)ccc1OS(=O)(=O)c1ccc(C)cc1
HOMO-LUMO gap ... 8.7 eV


[2]
ORCA calculation (wB97M-V/def2-TZVPD) on one molecule with the formula C22H22N4O2 at a distorted geometry.

The geometry in XYZ format:
```
50
Properties=species:S:1:pos:R:3:forces:R:3
C 0.3008 2.3641 -6.3678 -3.125 8.084 0.554
C -0.4527 -0.1017 -0.6540 2.899 0.582 8.172
H 1.8091 -2.6114 2.0891 1.716 -5.380 3.672
H 3.3241 0.5565 3.3618 -0.816 -2.427 -0.595
H -0.3221 5.6289 -3.8861 0.931 -2.620 -0.896
C 0.5186 0.8211 -0.0863 1.396 -2.004 -4.195
N 0.9313 -2.9702 5.9615 1.793 -1.777 -0.502
H -1.6991 -1.7943 4.3705 3.474 -0.729 0.638
H -1.6118 1.5761 -3.2229 1.532 -0.567 1.051
C -0.2358 4.8687 -6.0141 1.236 -10.176 3.984
N 1.7150 -0.5230 2.2837 -0.297 -0.184 2.101
H 2.1695 -1.6323 0.7367 1.461 -0.476 -2.044
H 0.7401 1.3578 -4.5293 -0.669 0.949 -0.602
C 3.0135 -0.4896 2.8986 0.588 0.405 3.502
H -0.3438 5.6600 -6.5297 -1.078 6.135 -2.956
C -0.1556 3.6061 -6.9424 0.825 1.899 2.838
N -2.0207 -2.7808 1.1068 4.655 4.437 -2.451
H -3.4557 -3.7301 2.2384 0.181 0.836 -1.762
H 1.2974 0.3187 0.5134 -0.776 1.302 0.251
C -3.1838 -3.4697 1.1175 -1.265 -6.783 3.151
H 1.0384 0.3489 4.0145 -0.426 1.584 -0.813
H -0.4207 3.7490 -8.0254 0.613 -0.266 1.254
C 1.6783 -1.7837 1.6280 -7.669 4.714 -4.126
O 1.4945 -2.1968 4.9663 1.124 2.537 0.888
H -0.6127 -3.9556 2.3231 0.465 1.803 -1.538
H -0.3927 -0.2162 2.9217 0.873 0.658 -0.329
C -0.0435 -1.9984 1.1699 9.766 -0.449 2.656
C -1.3178 0.2913 -1.5449 -2.944 -3.007 -3.268
C -0.0923 4.6788 -4.5399 -1.499 0.585 -5.091
H 3.2930 -1.4886 3.5063 -1.076 2.448 -0.011
C 0.1369 3.2880 -4.2363 0.889 8.561 7.234
H 3.6672 -0.7159 2.1645 2.430 0.153 -2.940
C 0.3321 2.2914 -5.0182 2.519 -5.504 0.166
H 1.7671 2.5446 -0.8335 -2.132 -1.554 -0.255
H -4.1248 -3.1605 0.6810 0.647 0.605 -0.632
C -0.8706 1.2762 -2.3877 -6.923 0.851 -3.566
C -0.7504 -1.1739 0.3722 3.254 2.435 -3.114
O 0.6033 3.4134 -2.7364 -3.701 -5.023 -1.738
C -0.6917 -3.0827 1.5709 -4.822 -1.252 1.347
C 0.8260 1.8394 -0.9944 4.397 1.484 5.600
H 0.3548 1.6161 -6.9517 0.783 -5.542 -3.934
C -0.5191 -2.0689 4.6929 -14.721 -2.496 1.067
C -0.3200 -3.0467 5.7119 -0.081 -0.504 -0.144
H -0.9191 -3.9167 6.1273 0.518 1.894 -0.259
H -2.2100 -0.4448 -1.7328 1.657 1.867 -0.040
H -2.8501 -4.5991 0.8221 -1.532 2.221 -0.093
C -0.0096 2.1479 -1.9580 4.276 5.439 -3.610
C 0.4669 -1.4481 4.3227 7.305 0.737 -2.854
C 0.6543 -0.3278 3.2541 0.713 -1.685 2.900
N -1.8584 -1.6421 0.2323 -9.362 -4.798 1.335
```
Positions in Å, forces in eV/Å.

## Properties
ΔE to the lowest compared entry with this formula, charge and spin ... 1662.86 kJ/mol
SMILES ... CN(Cc1ccno1)Cc1cn(C)nc1-c1ccc(Oc2ccccc2)cc1
HOMO-LUMO gap ... 9.0 eV


[3]
ORCA calculation (wB97M-V/def2-TZVPD) on C22H22N4O3 as an isolated structure at a distorted geometry.

The geometry in XYZ format:
```
51
Properties=species:S:1:pos:R:3:forces:R:3
C 0.2779 2.7679 -0.2519 -7.262 4.436 5.029
H 5.9224 0.4706 0.9734 -2.538 -0.637 -0.843
O 1.2513 2.0045 -2.2540 1.077 2.056 6.175
H 2.0567 3.5733 1.0963 -1.701 1.045 3.151
C -1.8787 3.0366 0.1431 -7.403 7.470 10.220
H 4.5298 2.2114 -0.9643 0.087 0.035 -0.551
H -1.5924 -3.7957 -0.3283 -0.744 -0.365 2.789
C 1.4151 2.4932 -0.9109 1.713 -3.643 -7.111
C -3.9185 -0.5534 -0.6281 -4.205 -4.691 -5.657
C 4.8909 -0.0524 0.6530 6.535 5.243 0.145
H 3.2904 1.5536 -1.8282 -4.194 -0.374 -8.756
H -3.0083 -4.0689 1.0280 2.704 0.765 -0.326
H -2.0395 0.8930 1.8717 -0.718 1.063 -0.551
N 2.5114 2.4873 -0.2359 4.252 -2.192 -4.071
C 3.9947 0.5247 -0.3468 3.932 -15.454 11.343
C -3.3133 3.0011 0.5644 3.868 -8.714 -1.730
H 3.3922 2.1690 1.5510 -1.497 1.483 0.191
H 1.6014 -0.1055 -1.8241 0.169 -2.189 2.421
H 1.1668 -3.9211 0.2093 0.427 0.138 0.569
H -1.2336 -1.4343 2.1346 -1.067 2.045 -1.530
C 1.7724 -3.0111 0.0789 -6.785 -4.963 -1.981
H -1.2688 -3.4783 1.4281 3.708 -0.821 3.661
C -3.9936 -2.8263 -1.5440 -7.321 0.880 8.325
H -3.6144 2.9326 1.5408 -0.053 -0.440 2.510
C -3.3714 0.3767 -0.0076 3.787 7.657 7.280
H 0.2978 -2.1832 -1.0468 -7.032 -0.487 -2.649
C -2.4438 0.2153 1.1299 -0.683 1.564 -1.152
C 3.7272 1.4657 -1.0275 1.646 17.030 0.298
C -3.5352 -1.9021 -0.3513 2.064 1.790 -2.821
N 3.1286 -0.4906 -0.2967 -4.721 -8.872 -0.626
H -4.7432 -2.4127 -2.2221 0.176 0.067 0.511
C 1.2125 -2.1802 -0.8222 7.766 6.016 0.935
O -1.0261 3.9315 1.0212 -7.281 -0.370 0.714
H 3.6594 3.7445 0.9749 3.053 2.597 -1.149
H -4.4216 -3.6755 -0.8510 0.344 0.719 -2.227
N 4.8024 -1.2874 1.1090 -2.920 1.011 -1.991
C 2.8984 -2.8894 0.5785 8.439 3.953 5.138
C 3.6376 -1.5515 0.4649 -1.891 -3.296 0.469
C 2.9340 3.0531 0.9609 -0.884 -4.256 1.026
H -1.3526 1.6526 -1.4172 0.491 2.014 2.558
H 3.2425 -3.4744 1.4570 0.114 0.076 -1.141
C -1.1242 2.4317 -0.5248 8.911 -9.237 -11.614
H -3.7146 3.7177 0.1173 -4.436 5.724 -3.940
H -4.6710 -0.1097 -1.5579 2.004 -1.949 2.827
C -1.9140 -0.9709 1.2841 1.207 -6.550 0.939
C -1.9973 -3.4874 0.7781 -4.411 -1.054 -6.369
N 0.1337 3.6882 0.8038 7.258 -2.556 -4.042
C 1.8853 -0.9581 -0.9869 0.389 3.680 -2.648
C -2.3721 -2.0912 0.4881 -3.862 1.348 -0.404
H -3.2195 -3.1106 -1.9636 7.250 -3.069 -4.331
O -3.8651 1.6262 -0.2477 0.241 4.272 0.987
```
Positions in Å, forces in eV/Å.

## Properties
ΔE to the lowest compared entry with this formula, charge and spin ... 2106.08 kJ/mol
HOMO-LUMO gap ... 8.3 eV


[4]
ORCA calculation (wB97M-V/def2-TZVPD) on one molecule with the formula C22H22N4O3S at a distorted geometry.

The geometry in XYZ format:
```
52
Properties=species:S:1:pos:R:3:forces:R:3
C -5.1542 -0.0819 0.7736 0.826 0.150 -0.094
C 5.8957 -0.3915 0.0080 0.976 0.177 -0.243
H -0.4565 0.3703 2.1456 0.030 0.009 0.002
C -6.5286 -0.1650 0.3334 -0.640 -0.052 -0.151
H 8.8331 -3.5482 0.6486 0.047 -0.047 0.003
H 7.6524 -4.0419 -0.5665 -0.001 -0.087 -0.057
H -2.0477 0.9535 -1.1172 -0.032 -0.063 0.220
C 0.1677 0.6851 1.3262 -0.127 -0.058 0.097
N -1.7610 0.7365 -0.1722 -0.228 0.073 -0.388
C -2.7561 0.3223 0.6920 0.138 -0.013 0.060
C 7.7938 -3.4647 0.3461 -0.001 0.019 0.047
O -2.5552 0.0142 1.8484 0.065 -0.006 0.088
C -6.9398 0.1606 -0.9632 0.049 -0.032 0.153
H 9.3900 1.7351 -0.3377 0.044 0.096 0.014
H -9.5635 -1.0148 1.5908 -0.073 -0.037 0.058
C 6.8516 0.5176 -0.4363 0.126 -0.207 0.074
C -8.2654 0.0643 -1.3274 0.014 -0.007 0.021
H -6.2159 0.4917 -1.6918 0.077 0.037 -0.083
C 0.4013 1.3186 -0.9941 0.047 -0.014 0.111
C 1.7553 1.5070 -0.8106 -0.090 0.036 -0.136
H 1.9892 0.7317 2.4642 -0.029 -0.039 0.166
H 9.0389 1.3277 -2.0142 0.027 0.076 -0.070
C 8.1424 0.0291 -0.5843 -0.343 0.053 0.062
H 7.1350 -3.8631 1.1116 -0.025 -0.072 0.028
H -7.2085 -0.8467 2.2483 0.051 -0.023 0.102
C 2.3062 1.2847 0.4375 0.655 0.041 0.157
O 4.5590 2.4450 -0.2999 -0.112 -0.050 -0.288
C -7.5033 -0.5893 1.2414 0.314 0.097 -0.138
H 4.0485 -0.7895 0.6235 -0.144 -0.042 0.095
H -4.9705 -0.3565 1.8061 0.077 -0.005 0.066
H -11.0873 0.5603 -0.9263 -0.092 0.023 -0.017
H 6.5933 1.5414 -0.6375 0.061 0.113 -0.074
H -10.7658 -0.9363 -1.7934 -0.069 -0.035 -0.044
C -9.2328 -0.3588 -0.4192 0.092 -0.047 0.127
H -8.5636 0.3204 -2.3343 -0.019 0.021 -0.105
N 6.1997 -1.6613 0.2667 -0.554 0.056 0.091
C -4.0829 0.2945 0.0602 -0.631 -0.154 0.186
H -4.1529 0.5873 -0.9770 -0.091 0.026 -0.131
C -10.6693 -0.4419 -0.8285 -0.024 0.049 -0.013
C 7.4589 -2.0341 0.0786 -0.149 0.007 0.064
C -8.8291 -0.6838 0.8705 -0.147 0.020 -0.145
N 4.5677 -0.0480 0.1732 -0.701 0.579 0.093
O 4.3743 1.6941 2.0334 -0.274 -0.107 0.025
S 4.0566 1.5014 0.6500 -0.062 -0.611 0.136
N 8.4371 -1.2438 -0.3294 0.509 -0.065 -0.095
C 9.2627 0.9092 -1.0349 -0.017 0.008 -0.005
H 2.3973 1.8353 -1.6118 -0.006 0.038 -0.182
H -11.2550 -0.9865 -0.0925 -0.077 -0.029 0.006
H 10.1815 0.3327 -1.0869 0.025 0.007 -0.009
H -0.0416 1.4940 -1.9641 -0.028 0.025 -0.102
C 1.5244 0.8781 1.5021 0.095 0.055 -0.009
C -0.4068 0.9040 0.0714 0.444 0.010 0.226
```
Positions in Å, forces in eV/Å.

## Properties
ΔE to the lowest compared entry with this formula, charge and spin ... 51.11 kJ/mol
SMILES ... Cc1ccc(/C=C/C(=O)Nc2ccc(S(=O)(=O)Nc3cc(C)nc(C)n3)cc2)cc1
HOMO-LUMO gap ... 8.4 eV


Question: What is the HOMO-LUMO gap in the second record?
Answer: 9.0 eV